{
  "formula": "C5H15N2Si",
  "method": "ωB97M-V/def2-TZVPD",
  "de_lowest_kcal_mol": 107.88,
  "homo_ev": -11.774,
  "lumo_ha": -0.12122,
  "largest_force_ev_per_a": 4.3,
  "energy_ha": -598.08263,
  "charge": 1,
  "smiles": "CN[C@H](CC=[SiH2])[NH2+]C",
  "elements": ["C", "C", "C", "C", "C", "N", "N", "Si", "H", "H", "H", "H", "H", "H", "H", "H", "H", "H", "H", "H", "H", "H", "H"],
  "positions_angstrom": [[0.38398, 0.41839, 1.34853], [1.81872, 0.34002, 0.76490], [0.30813, -1.53408, -0.79119], [-2.72500, 0.32603, -0.63627], [-0.49706, 0.55939, -0.01411], [0.07101, -0.12596, -1.11885], [-1.82790, -0.18146, 0.39705], [3.44424, 0.98326, 0.33897], [0.11010, -0.61694, 1.66692], [0.14661, 1.21397, 2.23405], [2.13077, -0.55833, 1.37152], [-0.46077, -2.14483, -1.27979], [1.30869, -1.81615, -1.19619], [0.14851, -1.71875, 0.31767], [-2.92959, 1.35621, -0.37035], [-2.39129, 0.25630, -1.60927], [-3.70417, -0.12627, -0.59975], [-0.63371, 1.69822, -0.25191], [0.72480, 0.39522, -1.65384], [-1.55895, -1.19782, 0.26640], [-2.02248, 0.15698, 1.32187], [3.40318, 2.00421, -0.72648], [4.75216, 0.31241, 0.22009]],
  "lowdin_charge": [-0.211, -0.400, -0.094, -0.031, -0.326, -0.080, 0.058, 0.782, 0.077, 0.168, 0.025, 0.087, 0.117, 0.086, 0.110, 0.080, 0.105, 0.194, 0.116, 0.166, 0.165, -0.108, -0.085]
}